Record 1
The following is a quantum chemistry calculation of a 7-piece molecular cluster, C15H39Cl6NO5 overall, from the OMol25 dataset.

Output
- LUMO level (spin up / spin down): 0.0832 / 0.0811 Ha
- Electronic energy: -3786.85709 hartree
- ⟨S²⟩: 0.75

Geometry as ORCA input:
```
! wB97M-V def2-TZVPD RIJCOSX def2/J DEFGRID3
* xyz -1 2
Cl -2.7699 1.3618 -1.2927
C -3.8249 2.8255 -1.6764
C -3.8318 3.0473 -3.1774
Cl -2.3010 3.7018 -3.6537
H -3.4100 3.7128 -1.1983
H -4.8007 2.6485 -1.2241
H -4.6528 3.7481 -3.3287
H -3.9974 2.1362 -3.7524
Cl -4.6250 -3.4055 -1.1178
C -3.3322 -3.8767 -0.0494
C -3.7436 -5.1248 0.8119
Cl -4.7854 -4.6557 2.1593
H -3.1047 -3.0059 0.5655
H -2.4862 -4.1629 -0.6744
H -2.8920 -5.7405 1.1011
H -4.1737 -5.7848 0.0586
Cl -2.1569 2.4144 2.6065
C -0.4524 2.6368 2.0981
C -0.1371 4.0541 1.8500
Cl -0.9821 4.6328 0.4605
H -0.1855 1.8965 1.3439
H 0.1944 2.2407 2.8809
H 0.9425 4.1868 1.7796
H -0.4671 4.7195 2.6478
C -0.0191 -0.8312 -0.3290
O -1.3330 -1.3543 -0.1811
H 0.3482 -0.5500 0.6580
H 0.5992 -1.5628 -0.8492
H -0.0937 0.0195 -1.0064
H -1.8655 -0.8961 -0.8353
C 0.1223 -0.7379 -4.0066
O 1.4622 -0.5773 -3.6928
H -0.4705 -0.3926 -3.1596
H -0.0552 -0.2090 -4.9430
H -0.1230 -1.7911 -4.1438
H 1.4924 0.2232 -3.1637
C 0.6678 -4.5414 0.3617
O 1.2973 -5.4891 1.1522
H -0.3664 -4.8169 0.1554
H 0.7885 -3.5636 0.8279
H 1.0629 -4.4177 -0.6467
H 2.2228 -5.2554 1.2538
C 2.0718 -1.8928 4.2395
O 2.6083 -1.0677 3.2781
C 2.2686 0.2614 3.3219
C 2.9508 1.2434 2.2104
N 2.4730 1.1104 0.8280
C 3.0908 2.0372 -0.1162
C 2.9823 1.4971 -1.5074
O 1.7128 1.5890 -2.1913
C 1.0209 2.7974 -2.3141
H 2.5211 -2.8836 4.1725
H 1.0021 -2.0231 4.0760
H 2.2344 -1.4758 5.2334
H 2.5544 0.6470 4.3005
H 1.1836 0.3051 3.2277
H 4.0344 1.1626 2.2955
H 2.5831 2.2265 2.5046
H 2.6548 0.1810 0.4770
H 4.1544 1.9853 0.1165
H 2.7865 3.0694 0.0570
H 3.3191 0.4621 -1.5660
H 3.6570 1.9688 -2.2218
H 0.0062 2.6316 -2.6759
H 1.4990 3.4242 -3.0670
H 0.8692 3.2806 -1.3489
*
```



Record 2
The following is a quantum chemistry calculation of one molecule with the formula CH4N2, from the OMol25 dataset.

Output
- Structure (SMILES): [H]/N=C\N
- LUMO level: 0.0408 Ha
- Electronic energy: -149.94858 hartree
- Relative energy (zero: lowest compared OMol25 entry of this formula, charge and spin): 59.3 kcal per mole

Geometry as ORCA input:
```
! wB97M-V def2-TZVPD RIJCOSX def2/J DEFGRID3
* xyz 0 1
H -0.3083 0.9361 1.2738
N -0.5160 -0.0788 1.1551
C -0.3192 -0.3296 -0.0678
N 0.6906 0.1979 -0.8441
H -0.7308 -0.9872 -0.9099
H 1.5632 0.5160 -0.5428
H 0.1693 0.6796 -1.5915
*
```



Record 3
The following is a quantum chemistry calculation of C4H13N3O as an isolated structure, from the OMol25 dataset.

Output
- LUMO level: 0.0081 Ha
- Electronic energy: -399.44941 hartree
- Relative energy (zero: lowest compared OMol25 entry of this formula, charge and spin): 186.9 kcal per mole

Geometry as ORCA input:
```
! wB97M-V def2-TZVPD RIJCOSX def2/J DEFGRID3
* xyz 0 1
C 0.1529 -0.9776 2.5653
C 1.0482 1.8123 -0.6494
C 0.7651 -0.5452 -1.6115
C -1.1082 0.9431 -1.3458
N -0.6207 -0.7805 1.3450
N -1.3702 -1.6959 0.9019
N 0.1565 0.5640 -0.8948
O -1.6605 -2.9494 2.1225
H 1.0864 -0.8634 2.1304
H -0.1623 -0.2938 3.3432
H -0.1413 -1.9776 2.8443
H 0.5194 2.5578 -0.0774
H 1.9659 1.6381 -0.0729
H 1.2182 2.1328 -1.6189
H 0.4321 -1.5423 -1.2130
H 0.5305 -0.6709 -2.6622
H 1.8188 -0.4171 -1.4321
H -1.8131 0.1626 -1.1824
H -1.4296 1.8371 -0.8718
H -1.2532 1.1192 -2.4091
H -0.1348 -0.0532 0.7884
*
```



Record 4
The following is a quantum chemistry calculation of C43H27FeN3O5S3 as an isolated structure, from the OMol25 dataset.

Output
- LUMO level (spin up / spin down): 0.1312 / 0.1312 Ha
- Electronic energy: -4653.70121 hartree
- Relative energy (zero: lowest compared OMol25 entry of this formula, charge and spin): 22.4 kcal per mole

Geometry as ORCA input:
```
! wB97M-V def2-TZVPD RIJCOSX def2/J DEFGRID3
* xyz -2 1
Fe 0.4037 0.1717 0.5996
O 3.7543 -4.5597 1.9987
C 2.9988 -3.4600 1.6876
C 3.5894 -2.2532 1.3229
C 2.7667 -1.1909 1.0135
N 1.4433 -1.3265 1.0289
C 0.8660 -2.4588 1.4258
C 1.6182 -3.5649 1.7713
C -0.6650 -2.3644 1.4871
O -1.2865 -3.3598 1.8663
O -1.1056 -1.2198 1.1502
C 3.2273 0.2492 0.7528
O 4.4329 0.4545 0.6053
O 2.2652 1.0860 0.7757
H 4.6798 -4.3250 1.8736
H 4.6645 -2.1104 1.2833
H 1.1244 -4.4739 2.0871
S -3.6865 4.9603 -2.5492
C -3.3340 5.1197 -4.2245
C -2.3487 4.2647 -4.5954
C -1.8671 3.4665 -3.5177
C -2.4847 3.7207 -2.3242
C -2.2070 3.1247 -1.0218
C -1.1804 2.0009 -0.9830
N -0.6717 1.7192 0.3610
C -1.2403 2.2140 1.4162
C -2.2767 3.1868 1.4117
C -2.7604 3.6836 2.6306
C -2.3118 3.2397 3.8548
C -1.3312 2.2051 3.9034
C -0.8713 1.6065 5.0897
C 0.0268 0.5667 5.0578
C 0.4819 0.1352 3.7990
N 0.0931 0.6845 2.6758
C -0.7977 1.7000 2.7031
C 0.5035 -0.1114 6.2761
C 1.3642 -1.1614 6.3880
C 1.5933 -1.5721 7.7314
C 0.9032 -0.8273 8.6313
S -0.0289 0.3777 7.8488
C -2.7120 3.6304 0.1201
H -3.8779 5.8305 -4.8274
H -1.9713 4.1928 -5.6073
H -1.0838 2.7263 -3.6234
H -0.3328 2.3112 -1.6009
H -3.5274 4.4535 2.5927
H -2.7095 3.6400 4.7802
H -1.2581 1.9613 6.0408
H 1.1847 -0.6878 3.7148
H 1.8215 -1.6377 5.5315
H 2.2422 -2.3915 8.0086
H 0.8807 -0.9149 9.7061
H -3.4303 4.4477 0.0748
C -1.1642 -4.3251 -2.7755
C 0.0404 -4.0358 -2.1332
C 0.3302 -2.7467 -1.7317
C -0.5882 -1.6958 -1.8977
C -0.3395 -0.3294 -1.4510
C -1.5945 0.5876 -1.4590
C -2.4225 0.3872 -2.6949
C -2.5597 -0.8582 -3.1554
C -1.7645 -1.9778 -2.6390
C -2.0339 -3.2860 -3.0496
H -1.4013 -5.3399 -3.0753
H 0.7581 -4.8275 -1.9454
H 1.2915 -2.5267 -1.2833
H -2.2085 0.2076 -0.6288
H -2.9675 1.2090 -3.1481
H -3.2241 -1.0681 -3.9908
H -2.9381 -3.4746 -3.6232
S 1.2292 0.3298 -1.8917
C 1.7291 -0.0209 -3.5781
C 1.0017 -0.7246 -4.5361
C 1.5505 -0.9752 -5.7913
C 2.8186 -0.5191 -6.1231
C 3.5451 0.1984 -5.1731
C 3.0110 0.4368 -3.9178
H 0.0018 -1.0792 -4.3083
H 0.9708 -1.5380 -6.5161
H 3.2407 -0.7213 -7.1012
H 4.5338 0.5746 -5.4152
H 3.5828 0.9789 -3.1693
*
```



Record 5
The following is a quantum chemistry calculation of a 2-piece molecular cluster, C2H7N5 overall, from the OMol25 dataset.

Output
- LUMO level (spin up / spin down): -0.5182 / -0.5170 Ha
- Electronic energy: -353.20558 hartree
- Relative energy (zero: lowest compared OMol25 entry of this formula, charge and spin): 117.0 kcal per mole

Geometry as ORCA input:
```
! wB97M-V def2-TZVPD RIJCOSX def2/J DEFGRID3
* xyz 2 1
C -0.7072 -0.0939 -1.0867
C -0.1347 0.3619 1.3509
N -2.0106 -0.0863 -1.1732
N -2.9346 0.1192 -0.4748
N -3.8900 0.4202 -0.0081
N -0.1040 0.1268 0.0224
N 2.4235 -0.3805 -0.4945
H -0.0601 -0.3692 -1.8906
H -1.2740 0.3912 1.6794
H 0.2719 -0.3539 2.0270
H 0.4022 1.3924 1.6027
H 2.3881 -1.4707 -0.7366
H 2.7265 -0.3052 0.3969
H 2.9030 0.2481 -1.2150
*
```



Record 6
The following is a quantum chemistry calculation of C33H19Cl5F5GeN3O2V as an isolated structure, from the OMol25 dataset.

Output
- LUMO level: -0.2402 Ha
- Electronic energy: -7404.55775 hartree

Geometry as ORCA input:
```
! wB97M-V def2-TZVPD RIJCOSX def2/J DEFGRID3
* xyz 1 1
V 0.4762 0.6191 2.7864
Cl 2.2538 -2.0573 1.5540
C 0.7540 -2.3419 2.3227
C 0.0116 -1.2719 2.8196
C -1.2228 -1.4916 3.3978
Cl -2.0253 -0.0488 3.9088
C -1.7779 -2.7478 3.5106
Cl -3.3364 -2.9566 4.1679
C -1.0063 -3.8290 3.0597
Cl -1.6360 -5.4021 3.1938
C 0.2521 -3.6306 2.4672
Cl 1.1463 -4.9667 1.8932
F -1.1706 2.7504 3.8567
C 0.0508 2.2573 4.0525
F 0.9492 3.0929 3.4744
C 0.3397 2.1465 5.5764
F -0.0054 0.9321 6.0195
F 1.6377 2.3255 5.8096
F -0.3476 3.0546 6.2455
O -0.7990 1.3196 1.4517
C 0.2050 1.7126 0.7683
O 1.3245 1.2424 1.2312
C 0.1493 2.6800 -0.3406
C -0.9863 2.4132 -1.3330
Ge -0.7380 0.7651 -2.4049
C -1.1560 -0.8089 -1.3149
C -0.4473 -1.9984 -1.4856
C -0.8890 -3.1821 -0.9065
C -2.0455 -3.1878 -0.1400
C -2.7459 -2.0053 0.0684
C -2.3047 -0.8286 -0.5213
C -1.9384 0.8257 -3.9254
C -2.0914 -0.3216 -4.7048
C -2.9276 -0.3195 -5.8108
C -3.6253 0.8327 -6.1491
C -3.4848 1.9784 -5.3810
C -2.6442 1.9740 -4.2753
C 1.1256 0.6863 -2.9656
C 1.4864 1.0369 -4.2651
C 2.8189 1.0324 -4.6567
C 3.8089 0.6807 -3.7512
C 3.4661 0.3279 -2.4527
C 2.1333 0.3297 -2.0663
H 1.1293 2.7101 -0.8166
H -0.0015 3.6428 0.1687
H -1.0201 3.2600 -2.0191
H -1.9486 2.3945 -0.8174
H 0.4407 -2.0147 -2.1076
H -0.3438 -4.1021 -1.0776
H -2.4158 -4.1182 0.2748
H -3.6575 -2.0081 0.6548
H -2.8902 0.0748 -0.3845
H -1.5562 -1.2306 -4.4494
H -3.0364 -1.2151 -6.4084
H -4.2790 0.8361 -7.0113
H -4.0282 2.8772 -5.6419
H -2.5470 2.8810 -3.6896
H 0.7210 1.3086 -4.9836
H 3.0835 1.3022 -5.6707
H 4.8468 0.6776 -4.0569
H 4.2369 0.0478 -1.7459
H 1.8832 0.0321 -1.0518
N 1.9909 0.3272 3.7853
C 2.9649 0.1112 4.4363
C 4.0569 -0.1349 5.1595
C 5.0698 0.8665 5.2474
N 5.8715 1.6874 5.2938
C 4.1584 -1.4010 5.8126
N 4.2330 -2.4318 6.3137
*
```



> What is the formula in the fifth record?

C2H7N5